No. 1
2 unconnected molecules or ions with the total composition C30H47F5IN3O7S in a non-equilibrium geometry. Source: OMol25; level of theory: ωB97M-V/def2-TZVPD.

```
94
Properties=species:S:1:pos:R:3:mulliken_charge:R:1
C 0.985 5.873 2.306 -1.22
C 1.053 4.295 1.855 0.15
C 2.482 3.884 1.097 -0.54
N 2.221 3.617 -0.334 -0.06
C 1.861 2.235 -0.746 -0.26
C 3.246 1.668 -1.502 -0.52
C 4.602 1.857 -0.600 -0.28
C 5.616 0.544 -0.819 -0.78
I 6.877 0.531 1.023 -0.05
C 1.501 1.136 0.395 -0.31
O 0.505 0.103 -0.032 0.29
C -0.309 -0.369 1.092 -0.79
C -0.607 -1.963 0.851 -0.47
C -0.664 -2.448 -0.715 -0.43
C -1.962 -1.889 -1.540 0.38
C -2.688 -2.946 -2.545 -0.95
N -1.903 -4.186 -2.890 0.02
C -2.946 -5.138 -3.504 -0.81
C -0.801 -3.939 -3.894 0.51
C -0.333 -2.494 -4.512 -0.58
O -0.098 -5.033 -4.293 -0.62
C -1.654 0.573 1.248 1.57
F -1.356 1.939 1.826 -0.32
F -2.311 0.887 -0.077 -0.24
C -2.775 -0.057 2.318 -0.35
C -2.332 -0.758 3.734 -0.22
C -3.536 -1.302 4.746 -0.52
C -5.133 -1.107 4.305 -0.51
C -5.557 -0.422 2.876 -0.04
C -7.129 -0.205 2.426 0.74
F -7.959 -1.414 2.658 -0.23
F -7.670 0.870 3.329 -0.24
F -7.260 0.324 1.038 -0.25
C -4.365 0.123 1.852 -0.28
N 0.656 2.287 -1.677 0.86
C 0.816 1.461 -2.917 -0.63
C 0.233 3.702 -1.880 -0.06
C -1.256 3.723 -2.864 0.08
C -2.709 3.534 -1.948 -0.79
O -2.195 4.941 -2.638 -0.42
H 1.233 6.634 1.434 0.29
H -0.130 6.127 2.637 0.33
H 1.646 6.088 3.272 0.31
H 0.971 3.661 2.863 0.24
H 0.104 4.011 1.224 -0.08
H 3.160 4.863 1.183 0.44
H 3.001 3.057 1.732 0.05
H 2.906 4.083 -0.975 0.42
H 3.126 0.497 -1.680 0.01
H 3.454 2.250 -2.523 0.36
H 4.426 1.909 0.556 0.14
H 5.159 2.858 -0.921 0.25
H 6.291 0.646 -1.769 0.44
H 5.004 -0.466 -0.763 0.30
H 1.121 1.530 1.421 0.23
H 2.493 0.510 0.619 -0.38
H 0.242 -0.314 2.151 0.42
H -1.558 -2.379 1.408 0.38
H 0.314 -2.547 1.336 0.07
H -0.589 -3.640 -0.678 0.41
H 0.291 -2.125 -1.356 -0.06
H -1.680 -0.885 -2.099 -0.14
H -2.770 -1.582 -0.718 -0.01
H -2.956 -2.389 -3.557 0.26
H -3.741 -3.236 -2.063 0.47
H -3.400 -4.691 -4.514 0.30
H -3.880 -5.300 -2.782 0.30
H -2.481 -6.207 -3.672 0.29
H 0.458 -2.021 -3.791 0.00
H -1.220 -1.760 -4.717 0.23
H 0.239 -2.723 -5.530 0.36
H -1.183 -0.831 3.998 0.31
H -3.210 -1.778 5.778 0.29
H -5.948 -1.487 5.068 0.29
H -4.707 0.629 0.852 0.34
H 1.103 0.343 -2.606 -0.07
H 1.583 1.905 -3.717 0.21
H -0.186 1.295 -3.546 0.17
H 0.941 4.388 -2.502 0.24
H -0.238 4.239 -0.922 -0.02
H -1.201 3.175 -3.994 0.37
H -3.733 4.038 -2.119 0.42
H -2.974 2.667 -2.729 0.14
C 4.004 -4.658 3.095 -0.41
C 4.775 -3.923 2.002 -0.32
O 3.952 -2.815 1.645 -0.25
S 3.127 -2.322 2.963 1.04
O 3.836 -1.205 3.547 -0.59
O 1.722 -2.275 2.631 -0.55
O 3.400 -3.637 3.887 -0.30
H 3.206 -5.274 2.668 0.29
H 4.656 -5.283 3.711 0.31
H 4.969 -4.555 1.132 0.32
H 5.723 -3.530 2.384 0.31
```

Summary:
Energy above the lowest of the compared OMol25 structures with the same formula, charge and spin (eV): 22.699
DFT total energy (a.u.): -3056.452070
SMILES string: CCCN[C@@](CCCI)(CO[C@H](CCCCN(C)C(C)=O)C(F)(F)c1cccc(C(F)(F)F)c1)N(C)C[C@H]1CO1.O=S1(=O)OCCO1
Orbital gap (Eh): 0.2716
Total charge: 0
HOMO level (eV): -8.04

---

No. 2
A molecular structure, C30H48BiP2 in a non-equilibrium geometry. Source: OMol25; level of theory: ωB97M-V/def2-TZVPD.

```
81
Properties=species:S:1:pos:R:3:mulliken_charge:R:1
Bi 0.183 0.422 -1.643 0.97
C -0.712 -2.804 3.086 0.37
C 0.569 -3.044 2.524 0.59
C 0.852 -1.737 4.393 0.53
C -0.537 -2.006 4.249 0.91
C 1.535 -2.384 3.326 0.43
C -1.997 -3.326 2.580 -1.51
H -1.986 -3.398 1.486 0.30
H -2.825 -2.673 2.878 0.44
H -2.212 -4.332 2.972 0.28
C -1.610 -1.514 5.137 -1.71
H -2.470 -2.196 5.118 0.47
H -1.967 -0.518 4.831 0.32
H -1.253 -1.432 6.172 0.35
C 1.465 -0.905 5.447 -1.49
H 0.971 -1.071 6.414 0.35
H 1.383 0.171 5.217 0.22
H 2.532 -1.140 5.553 0.45
C 2.998 -2.399 3.120 -1.50
H 3.478 -3.220 3.675 0.28
H 3.451 -1.461 3.464 0.43
H 3.241 -2.535 2.059 0.35
C 0.853 -3.879 1.337 -1.62
H 1.064 -4.921 1.619 0.28
H 1.729 -3.504 0.796 0.29
H -0.002 -3.891 0.653 0.31
C -1.140 1.031 -3.182 0.42
C -1.824 -0.214 -3.735 -1.13
C -1.025 -1.510 -3.830 -1.00
C 0.465 -1.317 -4.208 -1.35
C 1.286 -0.556 -3.152 -0.20
C 2.000 0.701 -3.677 -0.88
C 1.129 1.671 -4.517 -0.79
C -0.387 1.840 -4.269 -1.36
H -1.492 -2.136 -4.615 0.61
H 0.553 -0.853 -5.196 0.38
H -1.087 -2.105 -2.903 0.27
H -0.890 1.660 -5.233 0.37
H -1.850 1.700 -2.661 0.80
H -2.141 0.028 -4.774 0.44
H -0.600 2.910 -4.079 0.32
H 1.561 2.679 -4.480 0.23
H 2.811 0.339 -4.340 0.61
H 1.248 1.365 -5.568 0.50
H 0.906 -2.327 -4.314 0.50
H 1.980 -1.237 -2.627 0.62
P -3.946 -0.783 -3.739 0.18
C -4.446 0.610 -2.661 -0.81
C -3.724 -1.941 -2.332 -0.91
P 3.280 1.666 -2.593 1.33
C 1.917 2.134 -1.515 -1.67
C 4.244 0.426 -1.714 -1.25
C 4.270 2.835 -3.518 -1.24
H -3.656 0.813 -1.922 0.12
H -5.383 0.348 -2.150 0.37
H -4.622 1.493 -3.287 0.31
H -3.258 -2.859 -2.704 0.31
H -4.701 -2.192 -1.900 0.45
H -3.085 -1.489 -1.561 0.13
H 3.905 2.946 -4.548 0.42
H 5.313 2.491 -3.560 0.42
H 4.250 3.815 -3.023 0.40
H 2.200 2.231 -0.457 0.57
H 1.446 3.066 -1.870 0.45
H 4.838 0.934 -0.940 0.43
H 4.930 -0.089 -2.402 0.43
H 3.598 -0.319 -1.228 0.27
C 0.100 1.476 1.879 -1.00
C -0.738 2.288 2.648 0.94
C -0.985 1.997 4.037 -0.04
C -1.771 2.838 4.812 -0.56
C -2.356 3.984 4.254 -0.45
C -2.156 4.286 2.893 -0.59
C -1.368 3.462 2.100 -0.44
H 0.436 1.813 0.899 -0.07
H 0.440 0.525 2.281 0.25
H -0.501 1.112 4.464 0.32
H -1.928 2.606 5.872 0.39
H -2.962 4.648 4.875 0.36
H -2.616 5.173 2.463 0.38
H -1.198 3.683 1.043 0.34
```

Summary:
Energy above the lowest of the compared OMol25 structures with the same formula, charge and spin (eV): 1.825
DFT total energy (a.u.): -2068.767339
Orbital gap (alpha / beta) (Eh): 0.2298 / 0.2208
Total charge: +1
HOMO level (alpha / beta) (eV): -8.92 / -8.83

---

No. 3
2 unconnected molecules or ions with the total composition C30H48F5N4O6PS in a non-equilibrium geometry. Source: OMol25; level of theory: ωB97M-V/def2-TZVPD.

```
95
Properties=species:S:1:pos:R:3:mulliken_charge:R:1
C -4.193 3.088 -3.327 -1.00
C -3.660 1.957 -2.677 -0.31
C -2.160 1.858 -2.484 -0.29
N -1.535 0.574 -2.667 0.44
C -0.171 0.553 -3.204 -0.44
N 0.169 1.415 -4.220 -0.40
N 0.617 -0.307 -2.604 -0.32
S 1.517 -1.677 -3.832 1.24
O 1.866 -0.854 -4.998 -0.84
O 0.626 -2.738 -4.375 -0.79
C 3.237 -2.417 -3.345 0.37
F 3.800 -1.686 -2.337 -0.27
F 4.127 -2.276 -4.384 -0.33
C 3.319 -3.917 -2.919 0.68
F 3.409 -4.090 -1.579 -0.30
F 2.375 -4.719 -3.378 -0.23
F 4.494 -4.429 -3.391 -0.32
C -0.136 -0.751 -1.454 3.03
C 0.334 -1.993 -0.671 -2.41
N 0.120 -3.306 -1.305 -0.31
C 0.248 0.388 -0.382 -1.71
C 1.736 0.775 -0.330 0.09
C 1.883 1.861 0.811 -1.21
C 2.431 1.221 2.097 -0.30
C 2.548 2.254 3.265 -0.55
C 2.105 1.529 4.558 -1.04
C 3.164 0.537 5.091 -0.72
C 3.643 0.900 6.510 -0.20
C 4.365 -0.268 7.216 -0.37
C 5.325 0.319 8.273 -1.26
C -1.681 -0.481 -1.634 0.87
C -2.539 -0.154 -0.408 -1.60
C -2.543 -1.120 0.797 -0.99
C -2.886 -2.613 0.544 -1.29
C -2.269 -1.648 -2.532 -0.67
C -3.651 -1.358 -3.075 -0.38
C -3.735 -0.831 -4.375 -0.03
C -4.935 -0.553 -5.005 -1.15
C -6.127 -0.806 -4.320 1.42
C -7.428 -0.528 -5.065 -1.52
C -6.096 -1.289 -3.025 -1.57
C -4.861 -1.558 -2.422 0.28
H -4.536 3.942 -2.734 0.24
H -4.280 3.138 -4.414 0.29
H -4.375 1.217 -2.302 0.27
H -1.761 2.615 -3.179 0.39
H -1.999 2.312 -1.484 0.29
H 0.345 1.032 -5.132 0.20
H 0.236 2.403 -4.069 0.19
H 1.421 -1.878 -0.569 0.67
H -0.054 -2.028 0.353 0.13
H -0.758 -3.733 -1.035 0.23
H 0.826 -3.938 -0.940 0.32
H -0.317 1.310 -0.544 0.38
H -0.004 0.049 0.633 -0.15
H 2.346 -0.066 0.015 0.15
H 2.115 1.241 -1.238 0.29
H 2.558 2.645 0.442 0.37
H 0.911 2.353 0.965 0.36
H 3.432 0.841 1.867 0.25
H 1.747 0.401 2.358 0.19
H 1.968 3.162 3.087 0.38
H 3.605 2.511 3.381 0.29
H 1.943 2.296 5.324 0.51
H 1.159 0.994 4.395 0.42
H 2.741 -0.480 5.157 0.33
H 4.038 0.441 4.432 0.43
H 2.794 1.224 7.124 0.37
H 4.364 1.721 6.432 -0.10
H 4.946 -0.878 6.515 0.33
H 3.651 -0.906 7.754 0.28
H 4.784 0.969 8.972 0.31
H 5.877 -0.454 8.819 0.39
H 6.050 0.973 7.772 0.30
H -2.343 0.837 0.014 0.45
H -3.577 -0.098 -0.760 0.65
H -3.328 -0.740 1.469 0.74
H -1.636 -1.070 1.406 0.25
H -3.427 -2.819 -0.375 0.30
H -1.980 -3.211 0.668 0.29
H -3.550 -2.937 1.360 0.37
H -2.178 -2.635 -2.078 0.88
H -1.605 -1.667 -3.404 0.33
H -2.812 -0.655 -4.923 0.37
H -4.938 -0.150 -6.015 0.35
H -7.534 -1.349 -5.792 0.31
H -7.382 0.390 -5.652 0.33
H -8.303 -0.593 -4.414 0.35
H -7.021 -1.479 -2.488 0.33
H -4.881 -1.933 -1.403 0.11
O 5.629 3.617 5.889 -0.47
P 4.774 4.764 5.358 0.91
O 3.345 4.628 5.875 -0.45
O 4.775 4.715 3.835 -0.47
O 5.346 6.094 5.834 -0.53
```

Summary:
DFT total energy (a.u.): -3080.991853
Orbital gap (Eh): 0.0728
Total charge: -2
HOMO level (eV): -1.01

---

No. 4
6 unconnected molecules or ions with the total composition C30H49BClF8N7O8S in a non-equilibrium geometry. Source: OMol25; level of theory: ωB97M-V/def2-TZVPD.

```
105
Properties=species:S:1:pos:R:3:mulliken_charge:R:1
C -3.625 -1.589 2.503 -0.66
C -2.039 -1.227 2.833 -0.46
C -1.320 -0.534 1.505 0.23
C -0.214 -1.323 0.544 -0.03
Cl 0.216 -3.077 0.984 -0.18
C 0.483 -0.517 -0.739 0.01
B 1.638 -1.213 -1.728 0.33
O 1.937 -2.663 -1.767 -0.54
O 2.452 -0.313 -2.596 -0.29
C 0.032 1.025 -1.065 0.26
N 0.433 2.005 -2.147 -0.35
S -0.320 3.581 -2.014 0.17
N -1.323 3.292 -0.612 -0.57
C -1.052 1.862 -0.162 0.27
C -1.673 1.014 1.097 0.20
C -2.743 1.845 2.077 -0.67
C -1.847 2.233 3.433 -0.30
O -1.378 3.627 3.441 -0.42
C -0.306 3.667 4.477 -0.71
C 1.193 3.879 3.835 0.84
F 1.171 5.203 3.112 -0.34
F 1.538 2.862 2.775 -0.26
C 2.392 3.997 4.953 0.55
F 1.964 4.807 6.138 -0.28
F 3.521 4.728 4.297 -0.30
C 2.956 2.555 5.506 0.51
F 2.003 1.414 5.293 -0.24
F 3.052 2.703 7.007 -0.30
C 4.494 2.202 5.007 0.19
F 4.974 1.041 5.842 -0.30
F 4.586 1.768 3.593 -0.23
H -4.310 -1.329 3.420 0.27
H -3.791 -2.715 2.202 0.13
H -3.951 -0.883 1.599 0.19
H -1.524 -2.260 3.137 0.35
H -1.939 -0.535 3.773 0.11
H 2.812 -2.813 -1.275 0.34
H 2.915 0.391 -2.020 0.26
H -3.130 2.820 1.543 0.43
H -3.679 1.200 2.374 0.25
H -0.868 1.550 3.418 0.25
H -2.401 1.953 4.437 0.30
H -0.301 2.712 5.174 0.36
H -0.540 4.581 5.205 0.34
H 5.267 3.073 5.224 0.27
C 5.843 -0.138 -7.050 -1.75
C 5.004 0.140 -5.832 1.07
O 5.404 0.845 -4.909 -0.66
N 3.762 -0.421 -5.775 -0.01
C 3.120 -1.270 -6.751 -0.90
H 6.805 0.373 -6.956 0.33
H 6.028 -1.212 -7.138 0.48
H 5.338 0.236 -7.945 0.47
H 3.254 -0.191 -4.928 0.08
H 2.195 -0.784 -7.069 0.30
H 2.880 -2.221 -6.269 0.27
H 3.751 -1.454 -7.622 0.36
C 6.246 -0.331 2.163 -1.04
C 5.810 -1.723 1.799 0.72
O 5.006 -1.942 0.896 -0.66
N 6.338 -2.762 2.508 -0.16
C 7.288 -2.708 3.596 -0.85
H 5.744 0.392 1.515 0.23
H 5.973 -0.114 3.200 0.20
H 7.326 -0.229 2.025 0.39
H 6.000 -3.669 2.208 0.24
H 8.169 -3.284 3.306 0.29
H 6.827 -3.170 4.472 0.27
H 7.585 -1.687 3.838 0.33
C 5.748 5.261 -9.367 -1.28
C 5.936 3.774 -9.242 0.84
O 5.780 3.013 -10.193 -0.66
N 6.292 3.278 -8.021 -0.03
C 6.520 4.006 -6.795 -0.84
H 5.467 5.510 -10.393 0.28
H 4.949 5.594 -8.698 0.34
H 6.683 5.777 -9.129 0.35
H 6.401 2.271 -8.011 0.03
H 7.544 3.811 -6.469 0.27
H 5.824 3.629 -6.042 0.27
H 6.377 5.081 -6.915 0.38
C -6.234 -5.081 1.641 -1.31
C -6.560 -3.779 0.962 0.81
O -6.076 -2.711 1.328 -0.64
N -7.425 -3.811 -0.093 -0.14
C -8.091 -4.958 -0.666 -0.85
H -5.535 -4.901 2.461 0.28
H -7.144 -5.526 2.053 0.36
H -5.764 -5.766 0.929 0.37
H -7.598 -2.900 -0.501 0.24
H -7.799 -5.030 -1.717 0.30
H -9.169 -4.791 -0.602 0.26
H -7.836 -5.886 -0.155 0.32
C -11.024 -1.084 1.799 -1.31
C -10.836 -2.571 1.924 0.83
O -10.992 -3.333 0.973 -0.66
N -10.480 -3.067 3.145 -0.16
C -10.252 -2.339 4.371 -0.83
H -11.305 -0.836 0.773 0.30
H -11.823 -0.751 2.468 0.37
H -10.089 -0.568 2.037 0.35
H -10.372 -4.075 3.155 0.22
H -9.228 -2.535 4.697 0.27
H -10.948 -2.716 5.125 0.29
H -10.396 -1.265 4.251 0.32
```

Summary:
Energy above the lowest of the compared OMol25 structures with the same formula, charge and spin (eV): 16.444
DFT total energy (a.u.): -3839.480673
SMILES string: CCc1c(Cl)c(B(O)O)c2nsnc2c1CCOCC(F)(F)C(F)(F)C(F)(F)C(F)F.CNC(C)=O.CNC(C)=O.CNC(C)=O.CNC(C)=O.CNC(C)=O
Orbital gap (Eh): 0.2471
Total charge: 0
HOMO level (eV): -8.28

---

No. 5
6 unconnected molecules or ions with the total composition C30H49BClN3O18. Source: OMol25; level of theory: ωB97M-V/def2-TZVPD.

```
102
Properties=species:S:1:pos:R:3:mulliken_charge:R:1
C 1.990 -2.959 -1.610 -0.49
O 1.502 -2.584 -2.896 -0.46
B 0.134 -2.491 -3.010 0.94
O -0.559 -3.209 -3.950 -0.58
C -0.706 -1.537 -2.085 0.16
C -1.790 -2.013 -1.300 -1.11
C -2.488 -1.147 -0.486 -0.83
C -2.154 0.223 -0.423 0.31
N -2.841 1.048 0.419 -0.56
C -2.467 2.293 0.481 0.14
C -3.194 3.156 1.477 -0.93
C -3.093 2.565 2.896 -0.79
C -1.950 3.075 3.775 -0.69
C -0.563 3.020 3.149 -0.85
N -0.270 1.700 2.598 0.25
C 0.862 1.583 1.837 0.57
C 1.353 0.189 1.582 -0.73
O 1.430 2.532 1.358 -0.63
C -1.413 2.758 -0.368 0.58
Cl -0.990 4.448 -0.332 -0.19
N -0.738 2.030 -1.188 -0.55
C -1.100 0.712 -1.204 0.15
C -0.390 -0.192 -2.030 0.15
H 1.642 -3.946 -1.319 0.32
H 3.072 -2.981 -1.660 0.24
H 1.710 -2.237 -0.846 0.07
H -0.218 -4.106 -4.036 0.30
H -2.077 -3.052 -1.333 0.45
H -3.299 -1.493 0.136 0.58
H -4.244 3.169 1.203 0.37
H -2.845 4.181 1.448 0.44
H -3.062 1.482 2.868 0.40
H -4.014 2.831 3.412 0.44
H -2.127 4.078 4.153 0.40
H -1.923 2.427 4.654 0.29
H -0.437 3.804 2.414 0.35
H 0.157 3.237 3.940 0.39
H -0.341 0.963 3.286 0.27
H 2.430 0.155 1.677 0.38
H 1.102 -0.145 0.578 -0.36
H 0.875 -0.498 2.278 0.35
H 0.423 0.199 -2.626 0.44
C 1.619 -0.849 8.233 -0.61
O 2.867 -0.426 7.681 -0.34
C 2.781 0.072 6.450 0.79
O 1.771 0.182 5.803 -0.53
O 4.002 0.425 6.056 -0.32
C 4.043 0.982 4.741 -0.56
H 1.837 -1.228 9.227 0.21
H 0.928 -0.012 8.308 0.29
H 1.181 -1.643 7.630 0.29
H 3.440 1.887 4.688 0.28
H 3.691 0.256 4.011 0.21
H 5.079 1.232 4.531 0.27
C 1.375 -1.602 -5.925 0.06
O 0.601 -0.590 -6.574 -0.24
C 0.570 -0.671 -7.900 0.78
O 1.111 -1.505 -8.581 -0.54
O -0.178 0.332 -8.357 -0.34
C -0.306 0.369 -9.779 -0.63
H 1.310 -1.419 -4.860 -0.29
H 0.977 -2.590 -6.142 0.27
H 2.418 -1.537 -6.226 0.15
H -0.783 -0.538 -10.146 0.29
H 0.667 0.496 -10.250 0.29
H -0.933 1.226 -10.007 0.22
C -2.044 -6.222 3.069 -0.61
O -3.395 -6.420 2.650 -0.33
C -3.819 -5.547 1.739 0.82
O -3.172 -4.649 1.268 -0.53
O -5.083 -5.839 1.438 -0.31
C -5.670 -4.972 0.465 -0.61
H -1.835 -6.994 3.803 0.21
H -1.362 -6.328 2.227 0.28
H -1.923 -5.242 3.527 0.28
H -5.129 -5.028 -0.477 0.28
H -5.688 -3.945 0.826 0.29
H -6.688 -5.322 0.319 0.21
C 7.572 -4.884 -5.867 -0.63
O 6.184 -5.024 -6.172 -0.32
C 5.721 -4.116 -7.034 0.77
O 6.366 -3.237 -7.540 -0.54
O 4.428 -4.354 -7.233 -0.31
C 3.793 -3.448 -8.143 -0.54
H 7.812 -5.677 -5.164 0.22
H 8.176 -5.000 -6.765 0.29
H 7.769 -3.918 -5.407 0.29
H 4.250 -3.508 -9.129 0.37
H 3.846 -2.429 -7.771 0.22
H 2.752 -3.746 -8.211 0.19
C -3.134 8.286 2.939 -0.64
O -2.898 9.057 4.119 -0.32
C -2.517 8.325 5.166 0.83
O -2.359 7.132 5.170 -0.55
O -2.351 9.138 6.207 -0.34
C -1.942 8.479 7.407 -0.62
H -3.441 8.981 2.163 0.26
H -2.225 7.777 2.625 0.29
H -3.929 7.562 3.109 0.28
H -0.981 7.988 7.267 0.29
H -2.691 7.755 7.721 0.29
H -1.847 9.253 8.163 0.22
```

Summary:
DFT total energy (a.u.): -3176.333836
SMILES string: COB(O)c1ccc2nc(CCCCNC(C)=O)c(Cl)nc2c1.COC(=O)OC.COC(=O)OC.COC(=O)OC.COC(=O)OC.COC(=O)OC
Orbital gap (Eh): 0.3250
Total charge: 0
HOMO level (eV): -8.92